ORCA calculation (the ωB97M-V functional and the def2-TZVPD basis) on a 10-piece molecular cluster, C38H78N2O24S2 overall at a distorted geometry.

XYZ file:
```
144
Properties=species:S:1:pos:R:3:lowdin_charge:R:1
C -4.68 17.04 3.71 0.00
C -4.03 15.64 3.89 -0.57
O -4.32 14.79 3.07 0.05
N -3.19 15.57 4.93 0.02
C -2.55 14.34 5.28 -0.08
H -5.74 17.15 3.91 0.08
H -4.44 17.31 2.68 0.08
H -4.10 17.79 4.27 0.06
H -3.20 16.37 5.54 0.11
H -3.18 13.46 5.20 0.07
H -2.26 14.31 6.33 0.06
H -1.61 14.31 4.73 0.09
C 1.52 11.80 10.15 0.02
C 0.74 11.01 9.16 -0.55
O 0.26 9.95 9.51 0.04
N 0.58 11.48 7.90 0.04
C -0.22 10.80 6.91 -0.07
H 1.25 12.83 10.35 0.06
H 2.58 11.76 9.87 0.09
H 1.71 11.26 11.08 0.11
H 1.10 12.30 7.64 0.13
H -0.94 11.53 6.52 0.08
H -0.86 10.00 7.27 0.07
H 0.33 10.45 6.04 0.09
C -7.54 13.78 4.58 -0.05
C -6.71 14.19 5.80 -0.20
O -7.44 14.29 7.04 0.03
C -8.22 15.36 7.18 -0.58
O -8.40 16.28 6.40 0.11
O -8.81 15.20 8.39 -0.02
C -9.58 16.29 8.85 -0.05
H -7.67 14.68 3.99 0.08
H -8.52 13.39 4.83 0.09
H -6.90 13.03 4.10 0.08
H -6.29 15.18 5.62 0.09
H -5.90 13.46 5.87 0.10
H -10.28 15.90 9.58 0.10
H -10.24 16.64 8.05 0.09
H -8.93 17.12 9.13 0.10
C -8.43 13.28 11.66 -0.05
C -9.59 12.48 11.03 -0.20
O -9.46 12.25 9.65 0.03
C -8.78 11.20 9.19 -0.60
O -8.46 10.18 9.77 0.11
O -8.50 11.42 7.91 -0.01
C -7.72 10.51 7.18 -0.02
H -8.63 13.49 12.71 0.07
H -8.16 14.14 11.05 0.08
H -7.52 12.69 11.51 0.05
H -10.50 13.07 11.16 0.12
H -9.84 11.51 11.46 0.12
H -8.34 9.66 6.89 0.11
H -6.86 10.30 7.83 0.08
H -7.41 11.04 6.28 0.09
C 0.20 16.42 9.36 -0.04
C 0.19 14.92 9.20 -0.23
O 1.43 14.35 8.79 0.02
C 2.45 14.13 9.60 -0.69
O 2.46 14.32 10.81 0.12
O 3.35 13.51 8.89 -0.02
C 4.67 13.38 9.45 -0.01
H -0.76 16.90 9.55 0.06
H 0.58 16.82 8.41 0.09
H 0.95 16.69 10.11 0.08
H -0.61 14.58 8.54 0.10
H -0.28 14.56 10.12 0.12
H 5.10 14.32 9.78 0.10
H 5.25 13.15 8.56 0.10
H 4.75 12.62 10.23 0.10
C -7.31 12.96 15.37 -0.07
C -6.27 12.39 14.44 -0.20
O -5.13 13.24 14.37 0.05
C -5.13 14.18 13.43 -0.57
O -6.03 14.47 12.67 0.11
O -4.00 14.90 13.61 0.00
C -3.65 15.84 12.64 -0.06
H -7.04 13.12 16.41 0.08
H -8.17 12.29 15.49 0.08
H -7.71 13.92 15.03 0.08
H -6.70 12.14 13.47 0.10
H -5.97 11.41 14.81 0.12
H -3.00 16.54 13.18 0.10
H -4.57 16.38 12.39 0.09
H -3.00 15.62 11.79 0.09
C -2.40 8.63 15.00 -0.05
C -2.90 9.36 13.72 -0.19
O -4.29 9.22 13.40 0.03
C -4.65 8.03 12.96 -0.60
O -3.92 7.07 12.77 0.08
O -5.93 8.11 12.60 0.00
C -6.63 6.88 12.67 -0.03
H -2.83 9.11 15.87 0.08
H -1.32 8.52 14.98 0.08
H -2.67 7.57 15.08 0.07
H -2.26 9.24 12.84 0.11
H -2.77 10.42 13.97 0.12
H -7.68 7.04 12.46 0.10
H -6.55 6.44 13.66 0.10
H -6.19 6.11 12.02 0.08
C -3.56 6.14 10.35 -0.07
C -4.42 6.98 9.42 -0.15
O -3.44 7.47 8.47 0.04
C -3.88 8.21 7.49 -0.66
O -5.03 8.52 7.27 0.12
O -2.89 8.45 6.65 0.00
C -3.21 9.18 5.44 -0.01
H -4.16 5.40 10.89 0.07
H -3.02 6.66 11.14 0.06
H -2.85 5.52 9.80 0.09
H -4.71 7.89 9.95 0.11
H -5.20 6.39 8.96 0.14
H -2.27 9.40 4.94 0.09
H -3.69 10.14 5.63 0.09
H -3.92 8.64 4.82 0.10
C -3.19 10.69 10.40 -0.22
C -4.66 10.87 10.37 -0.21
C -4.86 12.32 9.94 -0.19
S -3.55 12.72 8.76 0.74
O -2.82 13.88 9.25 -0.34
O -4.10 12.61 7.39 -0.35
C -2.60 11.19 9.06 -0.16
H -2.89 9.71 10.78 0.11
H -2.69 11.27 11.18 0.12
H -5.10 10.66 11.35 0.12
H -5.06 10.16 9.65 0.11
H -4.49 12.83 10.84 0.09
H -5.87 12.67 9.73 0.11
H -1.54 11.40 9.16 0.07
H -2.84 10.44 8.30 0.09
C -5.27 17.04 7.96 -0.22
C -5.45 18.41 7.28 -0.17
C -4.87 19.48 8.27 -0.20
S -3.59 18.59 9.17 0.67
O -4.00 18.55 10.56 -0.32
O -2.31 19.10 8.75 -0.34
C -3.84 16.91 8.46 -0.21
H -5.62 16.18 7.39 0.09
H -5.82 16.91 8.90 0.12
H -6.43 18.65 6.88 0.12
H -4.79 18.41 6.41 0.09
H -5.50 19.93 9.04 0.10
H -4.43 20.30 7.71 0.10
H -3.54 16.25 9.27 0.07
H -3.05 16.84 7.72 0.09
```

- Gap between HOMO and LUMO: 0.3715 Eh
- SMILES string: O=S1(=O)CCCC1.O=S1(=O)CCCC1.CCOC(=O)OC.CCOC(=O)OC.CCOC(=O)OC.CCOC(=O)OC.CCOC(=O)OC.CCOC(=O)OC.CNC(C)=O.CNC(C)=O
- E: -114459.7296 eV
- Total charge: 0